# 1
DFT (the ωB97M-V functional and the def2-TZVPD basis) results for C26H34N6O3 in the gas phase at a distorted geometry.

E: -42598.33570 eV
Orbital gap: 8.5828 eV
Spin multiplicity: 1
SMILES: CCOC(=O)C1CCN([C@@H](c2cc3ccc(C)cc3[nH]c2=O)c2nnnn2C2CCCCC2)CC1
E_HOMO: -8.5 eV
LUMO level: 0.0470 eV
Energy relative to the best compared isomer or geometry (same formula, charge and spin): 0.013 eV

Atoms and positions in Å:
C1 6.005 3.512 -1.460
C2 6.255 2.702 -0.196
O1 5.048 2.510 0.546
C3 4.257 1.502 0.178
O2 4.505 0.735 -0.717
C4 3.005 1.442 1.031
C5 2.876 0.049 1.649
C6 1.532 -0.102 2.350
N1 0.441 0.127 1.416
C7 -0.832 -0.258 2.029
C8 -2.043 0.367 1.377
C9 -2.717 -0.185 0.344
C10 -3.884 0.420 -0.207
C11 -4.604 -0.128 -1.276
C12 -5.729 0.496 -1.753
C13 -6.184 1.694 -1.186
C14 -7.417 2.347 -1.726
C15 -5.484 2.247 -0.132
C16 -4.338 1.623 0.364
N2 -3.631 2.159 1.405
C17 -2.496 1.625 1.973
O3 -1.946 2.202 2.893
C18 -0.980 -1.742 2.021
N3 -1.677 -2.418 2.909
N4 -1.626 -3.689 2.541
N5 -0.941 -3.835 1.487
N6 -0.507 -2.628 1.108
C19 0.343 -2.472 -0.049
C20 -0.373 -2.968 -1.306
C21 0.542 -2.818 -2.517
C22 1.837 -3.597 -2.313
C23 2.546 -3.124 -1.049
C24 1.629 -3.275 0.161
C25 0.494 1.492 0.920
C26 1.787 1.697 0.139
H1 5.545 4.465 -1.211
H2 5.344 2.963 -2.126
H3 6.947 3.693 -1.969
H4 6.672 1.722 -0.450
H5 6.926 3.230 0.485
H6 3.069 2.206 1.810
H7 2.963 -0.689 0.850
H8 3.680 -0.124 2.366
H9 1.474 0.602 3.198
H10 1.440 -1.115 2.751
H11 -0.868 0.067 3.086
H12 -2.387 -1.118 -0.090
H13 -4.263 -1.053 -1.716
H14 -6.279 0.065 -2.576
H15 -7.297 2.562 -2.786
H16 -8.272 1.681 -1.619
H17 -7.632 3.275 -1.203
H18 -5.819 3.169 0.320
H19 -3.964 3.020 1.823
H20 0.569 -1.404 -0.129
H21 -0.645 -4.016 -1.166
H22 -1.292 -2.399 -1.468
H23 0.026 -3.176 -3.410
H24 0.775 -1.760 -2.665
H25 2.490 -3.463 -3.177
H26 1.609 -4.662 -2.225
H27 3.455 -3.707 -0.891
H28 2.838 -2.078 -1.165
H29 1.364 -4.325 0.300
H30 2.136 -2.932 1.065
H31 0.426 2.224 1.740
H32 -0.354 1.651 0.249
H33 1.819 1.000 -0.701
H34 1.814 2.715 -0.256


# 2
DFT (the ωB97M-V functional and the def2-TZVPD basis) results for a 4-piece molecular cluster, C26H34NO overall at a distorted geometry.

E: -31043.87832 eV
Orbital gap: 7.5379 eV
Spin multiplicity: 1
Total charge: +1
E_HOMO: -11.5 eV
LUMO level: -3.9156 eV
Energy relative to the best compared isomer or geometry (same formula, charge and spin): 0.371 eV

Atoms and positions in Å:
C1 5.123 1.075 -0.458
C2 4.701 1.315 0.990
C3 3.237 1.035 1.277
O1 2.411 2.191 1.052
C4 1.737 2.210 -0.132
N1 0.559 1.315 -0.074
C5 -0.011 0.865 0.978
C6 -1.111 -0.083 0.633
C7 -0.566 -0.564 -0.742
C8 -0.144 0.806 -1.279
H1 4.682 0.154 -0.839
H2 4.832 1.893 -1.116
H3 6.201 0.971 -0.540
H4 5.285 0.659 1.635
H5 4.933 2.333 1.294
H6 2.902 0.185 0.677
H7 3.115 0.768 2.324
H8 2.333 1.893 -0.989
H9 1.374 3.220 -0.306
H10 0.347 1.141 1.960
H11 -1.183 -0.873 1.372
H12 -2.048 0.459 0.500
H13 0.367 -1.062 -0.476
H14 -1.203 -1.171 -1.369
H15 0.358 0.891 -2.232
H16 -1.048 1.423 -1.316
C9 4.489 1.729 6.736
C10 3.370 1.396 7.486
C11 2.101 1.543 6.945
C12 1.951 2.021 5.651
C13 3.070 2.352 4.901
C14 4.340 2.209 5.443
H17 5.478 1.619 7.162
H18 3.487 1.025 8.496
H19 1.229 1.291 7.535
H20 0.959 2.142 5.232
H21 2.952 2.733 3.892
H22 5.213 2.476 4.861
C15 -1.691 -3.406 -6.040
C16 -2.903 -2.815 -5.713
C17 -2.925 -1.621 -5.007
C18 -1.733 -1.018 -4.633
C19 -0.519 -1.610 -4.957
C20 -0.498 -2.806 -5.661
H23 -1.675 -4.336 -6.592
H24 -3.832 -3.286 -6.006
H25 -3.871 -1.164 -4.746
H26 -1.750 -0.079 -4.090
H27 0.413 -1.138 -4.671
H28 0.446 -3.267 -5.919
C21 -5.704 -0.232 -1.259
C22 -4.562 -0.793 -1.814
C23 -4.294 -2.145 -1.644
C24 -5.174 -2.939 -0.923
C25 -6.318 -2.380 -0.371
C26 -6.582 -1.028 -0.537
H29 -5.915 0.821 -1.396
H30 -3.879 -0.174 -2.387
H31 -3.404 -2.581 -2.082
H32 -4.970 -3.994 -0.794
H33 -7.008 -3.000 0.186
H34 -7.476 -0.594 -0.108


# 3
DFT (the ωB97M-V functional and the def2-TZVPD basis) results for a 2-piece molecular cluster, C26H34O5 overall at a distorted geometry.

E: -37747.73970 eV
Orbital gap: 3.0093 eV
Spin multiplicity: 1
E_HOMO: -5.7 eV
LUMO level: -2.7377 eV

Atoms and positions in Å:
C1 -1.139 -3.837 3.753
C2 -0.017 -2.878 3.345
C3 -0.278 -2.215 1.994
C4 0.828 -1.251 1.500
C5 1.057 -0.030 2.307
C6 2.357 0.296 2.884
O1 2.604 1.054 3.808
O2 3.355 -0.373 2.247
C7 4.648 0.003 2.758
C8 5.666 -0.598 1.824
C9 -0.040 0.744 2.855
O3 -0.060 1.483 3.828
O4 -1.160 0.550 2.113
C10 -2.203 1.407 2.583
C11 -3.355 1.233 1.632
H1 -0.892 -4.317 4.702
H2 -2.085 -3.301 3.881
H3 -1.280 -4.623 3.004
H4 0.111 -2.104 4.117
H5 0.935 -3.424 3.279
H6 -0.370 -2.997 1.225
H7 -1.221 -1.655 2.030
H8 1.791 -1.779 1.509
H9 0.601 -0.960 0.460
H10 4.726 1.097 2.785
H11 4.769 -0.381 3.782
H12 6.665 -0.224 2.059
H13 5.675 -1.689 1.932
H14 5.435 -0.334 0.785
H15 -2.482 1.143 3.613
H16 -1.837 2.441 2.581
H17 -4.138 1.958 1.857
H18 -3.025 1.391 0.599
H19 -3.781 0.227 1.732
C12 -4.477 -2.984 -4.825
O5 -3.243 -3.394 -4.188
C13 -2.353 -2.457 -3.768
C14 -1.203 -2.944 -3.089
C15 -0.310 -2.064 -2.536
C16 -0.469 -0.643 -2.639
C17 0.465 0.174 -1.949
C18 0.541 1.592 -1.875
C19 1.798 2.166 -1.502
C20 1.985 3.533 -1.469
C21 0.944 4.408 -1.812
C22 1.167 5.887 -1.745
C23 -0.298 3.867 -2.174
C24 -0.529 2.497 -2.144
C25 -1.532 -0.188 -3.482
C26 -2.503 -1.056 -3.957
H20 -4.972 -3.928 -5.059
H21 -5.099 -2.389 -4.140
H22 -4.281 -2.419 -5.749
H23 -1.081 -4.022 -3.007
H24 0.577 -2.450 -2.034
H25 1.312 -0.356 -1.513
H26 2.628 1.491 -1.281
H27 2.948 3.952 -1.170
H28 0.310 6.430 -2.153
H29 1.320 6.220 -0.709
H30 2.069 6.174 -2.300
H31 -1.092 4.555 -2.471
H32 -1.527 2.111 -2.347
H33 -1.568 0.853 -3.794
H34 -3.384 -0.671 -4.484